w) Formula: CH3N2O2S
Source: the Open Molecules 2025 dataset
Level of theory: ωB97M-V/def2-TZVPD

```
! RIJCOSX wB97M-V def2-TZVPD def2/J DEFGRID3
* xyz -1 1
C 0.324 -0.635 -0.167
N 1.918 0.943 0.644
N 1.086 0.532 -0.267
O -2.093 1.028 -0.623
O -2.535 -1.239 0.179
S -1.705 -0.030 0.339
H 0.734 -1.338 0.605
H 0.242 -1.185 -1.166
H 2.029 1.924 0.457
*
```

Its LUMO energy is 4.16 eV. The calculation puts the frontier orbital gap at 7.697 eV.

***

x) Formula: CH3N2O2S
Source: the Open Molecules 2025 dataset
Level of theory: ωB97M-V/def2-TZVPD

```
! RIJCOSX wB97M-V def2-TZVPD def2/J DEFGRID3
* xyz -1 1
C -0.253 0.339 -0.320
N -1.055 -0.807 -0.266
N -1.057 0.113 0.848
O 1.973 0.831 0.925
O 2.064 -1.247 -0.230
S 1.787 0.172 -0.352
H -1.093 1.482 -1.431
H -1.983 -0.755 -0.636
H -0.382 -0.129 1.461
*
```

Its LUMO energy is 4.08 eV. The calculation puts the frontier orbital gap at 7.776 eV.

***

The energy of each structure relative to the most stable one, in hartree, is as follows: w) 0.0000; x) 0.1123.

***

w) Formula: C2H6BNO2
Source: the Open Molecules 2025 dataset
Level of theory: ωB97M-V/def2-TZVPD

```
! RIJCOSX wB97M-V def2-TZVPD def2/J DEFGRID3
* xyz 0 1
B -0.531 -0.738 -0.636
C 0.298 1.628 0.749
C -2.033 -0.537 -0.332
N 1.456 1.815 0.631
O 0.154 -1.229 -1.732
O 0.258 -1.119 0.489
H -1.880 0.617 -0.839
H -2.404 -0.399 0.607
H -2.783 -1.094 -0.864
H 2.407 1.474 0.531
H -0.287 -0.695 -2.386
H 1.126 -0.653 0.421
*
```

Its LUMO energy is 0.47 eV. The calculation puts the frontier orbital gap at 10.975 eV.

***

x) Formula: C2H6BNO2
Source: the Open Molecules 2025 dataset
Level of theory: ωB97M-V/def2-TZVPD

```
! RIJCOSX wB97M-V def2-TZVPD def2/J DEFGRID3
* xyz 0 1
H -1.475 -3.080 0.255
N -0.900 -2.408 0.586
C -0.266 -1.615 -0.118
C 0.453 -0.272 0.465
B 0.188 1.165 -0.042
O -0.465 2.044 0.720
O 0.671 1.497 -1.292
H -0.066 -1.742 -1.165
H 0.318 -0.263 1.579
H 1.572 -0.510 0.291
H -0.853 2.822 0.282
H 0.823 2.361 -1.561
*
```

As for the SMILES: [H]/N=C/CB(O)O. Its LUMO energy is 0.29 eV. The calculation puts the frontier orbital gap at 9.515 eV.

***

The energy of each structure relative to the most stable one, in hartree, is as follows: w) 0.0745; x) 0.0000.

***

w) Formula: H30O15
Source: the Open Molecules 2025 dataset
Level of theory: ωB97M-V/def2-TZVPD

```
! RIJCOSX wB97M-V def2-TZVPD def2/J DEFGRID3
* xyz 0 1
O 1.264 0.287 2.683
H 1.319 0.983 3.500
H 1.180 1.004 1.951
O 3.324 -0.408 -1.284
H 3.784 -0.007 -0.652
H 3.511 0.249 -1.930
O 0.578 -1.815 2.167
H 1.147 -2.402 1.780
H 1.116 -0.991 2.224
O -2.627 0.471 2.107
H -2.393 -0.265 1.652
H -3.563 0.484 2.094
O 1.707 -1.868 0.721
H 1.988 -1.024 0.219
H 1.242 -2.520 0.063
O -1.510 -1.880 -2.180
H -2.401 -2.220 -2.048
H -1.318 -1.095 -1.732
O -2.035 -2.345 1.539
H -2.549 -2.463 2.370
H -1.134 -1.958 1.580
O 1.139 0.154 -3.070
H 0.279 0.217 -3.500
H 1.018 0.065 -2.169
O 0.629 -3.315 -0.884
H -0.080 -2.720 -1.138
H 0.890 -3.325 -1.861
O -0.050 -0.242 -0.421
H 0.692 -0.137 0.103
H -0.888 -0.277 -0.018
O 1.453 2.320 -1.973
H 0.976 1.991 -2.584
H 1.519 1.904 -1.047
O -0.452 3.057 -1.594
H 0.473 3.344 -1.381
H -0.652 2.228 -1.242
O -2.708 0.232 -0.236
H -2.695 1.119 -0.137
H -2.810 0.347 -1.217
O -2.053 2.521 1.325
H -2.918 2.868 1.475
H -2.015 1.763 1.827
O 1.709 1.579 0.848
H 1.268 2.393 1.014
H 2.640 1.717 1.066
*
```

Its LUMO energy is -0.50 eV. The calculation puts the frontier orbital gap at 6.708 eV.

***

x) Formula: H30O15
Source: the Open Molecules 2025 dataset
Level of theory: ωB97M-V/def2-TZVPD

```
! RIJCOSX wB97M-V def2-TZVPD def2/J DEFGRID3
* xyz 0 1
O -8.060 -1.920 6.884
H -7.375 -2.316 6.300
H -7.661 -1.050 7.095
O -9.709 -0.880 10.509
H -9.204 -1.593 10.172
H -10.527 -0.826 9.987
O -6.482 3.062 6.738
H -6.563 3.511 7.546
H -6.501 2.171 7.062
O -11.560 0.273 12.278
H -10.783 -0.183 12.026
H -12.220 -0.328 12.639
O -6.640 0.315 7.723
H -6.278 0.304 6.822
H -5.962 -0.154 8.285
O -9.024 3.547 7.831
H -8.469 4.317 7.781
H -8.759 3.012 8.579
O -8.418 1.766 12.421
H -8.300 2.287 11.659
H -7.503 1.496 12.560
O -11.119 2.998 11.282
H -11.244 2.117 11.678
H -11.957 3.376 11.056
O -8.792 4.457 10.723
H -9.201 5.161 10.197
H -9.513 3.948 11.055
O -8.845 -0.934 13.366
H -8.678 -0.490 12.547
H -8.165 -0.635 13.959
O -11.123 1.605 8.072
H -10.672 2.153 8.671
H -10.633 1.440 7.299
O -8.517 1.604 9.650
H -8.027 0.985 9.178
H -8.992 0.913 10.159
O -6.509 3.729 9.294
H -6.238 2.906 9.705
H -7.312 3.966 9.771
O -5.134 1.520 10.284
H -4.651 1.907 10.993
H -5.681 0.988 10.825
O -6.675 -0.368 11.384
H -6.430 -0.380 12.290
H -6.442 -1.210 10.998
*
```

Its LUMO energy is -0.72 eV. The calculation puts the frontier orbital gap at 8.845 eV.

***

The energy of each structure relative to the most stable one, in hartree, is as follows: w) 0.3580; x) 0.0000.

***

w) Formula: CH7BNO
Source: the Open Molecules 2025 dataset
Level of theory: ωB97M-V/def2-TZVPD

```
! RIJCOSX wB97M-V def2-TZVPD def2/J DEFGRID3
* xyz 1 1
B -0.420 0.447 0.478
C -0.369 0.477 -0.990
N 0.882 0.674 -0.268
O -0.773 0.348 1.763
H 0.047 -2.531 0.513
H -0.329 -0.449 -1.477
H -0.810 1.314 -1.702
H 1.471 -0.152 -0.533
H 1.394 1.478 -0.170
H 0.527 -1.992 0.139
H -1.620 0.385 2.247
*
```

Its LUMO energy is -4.12 eV. The calculation puts the frontier orbital gap at 12.559 eV.

***

x) Formula: CH7BNO
Source: the Open Molecules 2025 dataset
Level of theory: ωB97M-V/def2-TZVPD

```
! RIJCOSX wB97M-V def2-TZVPD def2/J DEFGRID3
* xyz 1 1
B 1.119 0.641 0.118
C -0.460 0.652 -0.141
N -0.979 -0.802 -0.013
O 1.570 -0.571 0.377
H 1.405 1.749 0.186
H -0.977 1.363 0.500
H -0.901 0.972 -1.437
H -1.762 -0.937 0.668
H -1.325 -1.037 -0.960
H -0.184 -1.401 0.289
H 2.496 -0.629 0.413
*
```

Its LUMO energy is -3.93 eV. The calculation puts the frontier orbital gap at 12.241 eV.

***

The energy of each structure relative to the most stable one, in hartree, is as follows: w) 0.0362; x) 0.0000.